1.
ORCA calculation (ωB97M-V with the def2-TZVPD basis set) on a molecular structure, C14H19BiCl3IN4O3.

Structure (XYZ):
```
45
Properties=species:S:1:pos:R:3
Bi -0.118 -0.060 -0.600
I -1.380 -0.004 -3.125
Cl -2.175 -1.099 4.481
Cl 0.568 -0.168 4.754
Cl -1.543 1.697 3.877
O -1.590 -0.717 1.555
O 2.708 1.486 -2.654
O 0.475 0.129 1.883
N 0.473 -3.365 -1.074
N -2.392 2.414 -0.121
N -0.534 2.941 0.833
N 1.873 -2.637 0.401
C -1.086 2.012 -0.005
C 2.045 -4.021 0.318
C -0.956 0.012 3.830
C 0.924 0.223 -4.613
C 0.840 3.012 1.313
C 0.885 -2.215 -0.443
C 1.686 0.915 -2.725
C 2.695 -1.818 1.280
C -0.686 -0.243 2.283
C -2.635 3.580 0.581
C -3.421 1.765 -0.869
C -1.474 3.901 1.180
C -0.561 -3.499 -2.072
C 1.172 -4.466 -0.604
H 1.096 1.293 -4.739
H 2.156 -1.530 2.189
H 2.784 -4.529 0.915
H -1.460 -3.984 -1.653
H -3.613 4.029 0.562
H 1.114 4.061 1.501
H -0.203 -4.125 -2.906
H 0.983 -5.453 -0.969
H -1.254 4.727 1.825
H 1.682 -0.512 -4.323
H 0.346 -0.155 -5.469
H 1.505 2.592 0.558
H 0.956 2.444 2.246
H -3.834 2.425 -1.634
H -3.073 0.868 -1.397
H 3.024 -0.909 0.771
H -4.263 1.475 -0.238
H 3.577 -2.397 1.570
H -0.859 -2.515 -2.483
```

Values from the calculation:
Charge: -2
Energy above the lowest of the compared OMol25 structures with the same formula, charge and spin, kJ/mol: 134.0
E_tot, Eh: -2882.2376
Spin multiplicity: 1
Gap between HOMO and LUMO (spin up / spin down), Eh: 0.0623 / 0.0623
E_LUMO (spin up / spin down), eV: 4.1 / 4.1

Löwdin atomic charge list, values in e, 4 entries: 1.15, 0.08, 0.55, 0.53

---

2.
ORCA calculation (ωB97M-V with the def2-TZVPD basis set) on 3 unconnected molecules or ions with the total composition C14H19BrF6O7.

Structure (XYZ):
```
47
Properties=species:S:1:pos:R:3
Br 1.501 0.138 0.812
F -2.904 -3.999 -0.424
F -1.946 2.203 -1.855
F -3.327 3.001 -3.314
F -1.297 2.541 -3.882
F -2.876 -5.939 0.540
F -1.133 -5.222 -0.498
O 0.252 3.194 2.163
O 2.283 3.671 1.167
O -3.553 0.230 -2.586
O 0.806 2.623 -0.021
O -2.645 -3.579 2.171
O -0.522 -4.294 1.970
O -2.437 0.181 -4.538
C 5.885 2.076 1.461
C 1.931 1.809 -0.175
C -2.319 2.140 -3.134
C -2.326 -2.929 3.417
C -1.700 -1.575 3.167
C 4.154 3.128 -0.204
C -2.144 -4.852 0.276
C -4.077 -1.091 -2.826
C 3.042 2.556 0.654
C 5.560 3.173 0.428
C 1.013 3.189 1.236
C -3.063 -2.152 -2.457
C -1.643 -4.204 1.574
C -2.758 0.720 -3.523
H 6.267 3.067 -0.384
H -1.532 -1.052 4.108
H 3.862 4.150 -0.405
H -2.182 -2.085 -3.096
H -0.745 -1.673 2.652
H 5.747 4.149 0.849
H -2.348 -0.966 2.536
H -3.494 -3.143 -2.566
H 2.169 1.572 -1.192
H 5.215 1.229 1.439
H -4.960 -1.176 -2.197
H -4.402 -1.185 -3.862
H -1.686 -3.569 4.023
H -3.269 -2.816 3.946
H 4.194 2.652 -1.176
H 6.869 1.685 1.236
H -2.734 -2.013 -1.435
H 3.308 1.917 1.480
H 5.966 2.513 2.446
```

Values from the calculation:
E_tot, Eh: -4244.7678
Spin multiplicity: 1
Gap between HOMO and LUMO, Eh: 0.4132
SMILES: CCC[C@H]1OC(=O)O[C@@H]1Br.CCOC(=O)C(F)(F)F.CCOC(=O)C(F)(F)F
E_LUMO, eV: 0.5

Löwdin atomic charge list, values in e, 4 entries: 0.75, 0.14, 0.17, 0.17

---

3.
ORCA calculation (ωB97M-V with the def2-TZVPD basis set) on a molecular structure, C14H19BrOSn.

Structure (XYZ):
```
36
Properties=species:S:1:pos:R:3
Sn 0.131 -0.357 -0.705
Br 1.124 -2.524 0.149
O -0.188 0.444 1.035
C 1.093 1.211 -2.886
C -0.911 -1.084 2.883
C -1.981 -1.277 -0.849
C -2.347 0.082 -1.181
C -1.258 -0.813 -3.012
C 1.404 -0.106 2.897
C -0.027 0.060 2.376
C 1.194 1.917 -1.659
C -1.283 -1.818 -1.996
C 2.007 1.142 -0.760
C 2.391 -0.058 -1.465
C -0.598 1.415 2.807
C -1.919 0.336 -2.516
C 1.790 -0.014 -2.760
H 0.547 1.540 -3.747
H -2.053 1.263 -3.038
H 1.376 0.022 3.998
H 0.800 2.893 -1.439
H -0.994 -0.982 3.984
H -0.805 -0.939 -3.970
H 2.041 0.683 2.473
H -0.499 -2.071 2.638
H -1.588 1.483 2.314
H 1.860 -0.801 -3.481
H -2.202 -1.801 0.056
H -0.862 -2.798 -2.054
H -1.916 -0.984 2.448
H -0.648 1.522 3.912
H 3.035 -0.830 -1.076
H -2.946 0.720 -0.557
H 2.360 1.441 0.207
H 1.826 -1.088 2.653
H 0.047 2.172 2.320
```

Values from the calculation:
Energy above the lowest of the compared OMol25 structures with the same formula, charge and spin, kJ/mol: 0.0
E_tot, Eh: -3408.2984
Spin multiplicity: 1
Gap between HOMO and LUMO, Eh: 0.2574
E_LUMO, eV: -1.5

Löwdin atomic charge list, values in e, 4 entries: 1.05, 0.27, -0.37, -0.16

---

4.
ORCA calculation (ωB97M-V with the def2-TZVPD basis set) on a molecular structure, C14H19ClN5O12S3V.

Structure (XYZ):
```
55
Properties=species:S:1:pos:R:3
V -0.167 0.851 -1.017
Cl -2.214 0.209 -1.002
S -0.876 4.656 -3.618
S -1.213 3.187 -1.013
S -0.875 0.042 1.811
O 0.960 -0.302 -2.078
O -2.072 1.029 -3.556
O 1.966 -3.124 -4.971
O -1.249 -0.788 -0.649
O -3.539 -0.508 -0.830
O 0.577 2.648 -2.652
O -3.865 -1.074 0.460
O -2.166 1.148 0.029
O -1.996 -5.712 -1.155
O -0.769 -6.255 -2.838
O -4.516 -0.716 -1.888
O 2.233 -1.109 -4.269
N -1.208 -5.446 -2.041
N -2.125 0.648 -2.284
N 1.720 -2.205 -4.206
N 1.397 1.582 0.165
N 1.543 -1.321 0.811
C 0.746 -2.462 -3.148
C 0.961 -2.048 1.933
C 1.047 2.212 1.481
C -0.741 -4.067 -2.135
C 0.365 -1.444 -2.246
C -0.464 3.522 -2.509
C -1.268 -3.113 -1.253
C 2.566 -0.371 1.210
C 2.670 0.826 0.274
C -0.719 -1.883 -1.336
C 1.155 2.466 -3.957
C 0.110 -1.120 2.823
C -0.148 1.642 2.319
C 0.194 -3.736 -3.075
H 0.330 -2.838 1.521
H 0.732 -0.568 3.526
H 0.529 -4.486 -3.776
H 3.467 1.480 0.645
H 1.510 1.438 -3.982
H -0.994 2.325 2.250
H 1.728 -2.522 2.565
H 3.562 -0.828 1.279
H 1.887 -1.958 0.103
H 1.571 2.344 -0.495
H -2.079 -3.339 -0.572
H 1.923 2.154 2.131
H 2.908 0.491 -0.737
H 0.151 1.552 3.360
H 2.292 -0.013 2.203
H 0.402 2.634 -4.721
H -0.616 -1.708 3.381
H 0.834 3.256 1.261
H 1.978 3.168 -4.084
```

Values from the calculation:
Charge: -1
Energy above the lowest of the compared OMol25 structures with the same formula, charge and spin, kJ/mol: 1800.4
E_tot, Eh: -4319.2327
Spin multiplicity: 2
Gap between HOMO and LUMO (spin up / spin down), Eh: 0.2290 / 0.2135
E_LUMO (spin up / spin down), eV: 1.3 / 1.3

Löwdin atomic charge list, values in e, 4 entries: 0.69, 0.74, 0.61, 0.75

---

5.
ORCA calculation (ωB97M-V with the def2-TZVPD basis set) on 3 unconnected molecules or ions with the total composition C14H19N2O7P.

Structure (XYZ):
```
43
Properties=species:S:1:pos:R:3
P -6.105 2.942 -2.099
O -0.416 -1.410 1.940
O 7.206 -4.077 -2.081
O -1.101 -0.859 -0.149
O -7.538 3.149 -1.641
O 0.609 -2.173 0.067
O 6.090 -2.225 -1.943
O 5.541 -3.927 -0.550
N -2.466 3.107 2.957
N -1.336 3.595 0.167
C -3.229 3.043 1.795
C 6.211 -3.457 -1.434
C -0.627 3.627 1.327
C -2.659 3.280 0.457
C -4.689 2.726 1.931
C -0.313 -1.474 0.742
C 7.450 -5.412 -1.639
C -3.614 3.216 -0.711
C -1.159 3.379 2.703
C 1.527 -2.886 0.897
C 5.058 -1.445 -1.341
C -2.139 -0.071 0.433
C -5.036 2.938 -0.573
C -5.607 2.666 0.796
H 2.224 -3.412 0.247
H 2.093 -2.197 1.525
H 7.741 -5.423 -0.588
H -6.688 2.429 0.917
H 4.084 -1.915 -1.491
H 1.002 -3.622 1.508
H 5.051 -0.471 -1.827
H -5.973 1.763 -2.888
H 8.272 -5.810 -2.231
H -2.810 -0.695 1.025
H -5.139 2.553 2.941
H -3.212 3.392 -1.738
H -5.715 4.110 -2.844
H -0.458 3.428 3.570
H -1.717 0.729 1.043
H 5.256 -1.299 -0.278
H 0.474 3.850 1.239
H 6.571 -6.037 -1.801
H -2.711 0.378 -0.378
```

Values from the calculation:
Energy above the lowest of the compared OMol25 structures with the same formula, charge and spin, kJ/mol: 282.3
E_tot, Eh: -1522.3737
Spin multiplicity: 1
Gap between HOMO and LUMO, Eh: 0.3083
SMILES: O=[PH2]c1ccc2nccnc2c1.COC(=O)OC.COC(=O)OC
E_LUMO, eV: -1.1

Löwdin atomic charge list, values in e, 4 entries: 0.71, 0.13, 0.00, 0.01

---

6.
ORCA calculation (ωB97M-V with the def2-TZVPD basis set) on C14H19N3O7S in the gas phase.

Structure (XYZ):
```
44
Properties=species:S:1:pos:R:3
S -2.367 1.701 0.636
O 1.238 2.457 1.266
O -2.722 2.891 -0.075
O 2.003 -2.588 1.357
O -2.866 -0.327 -1.619
O -3.359 0.690 0.846
O 4.788 0.614 -1.267
O 0.891 -4.423 1.207
N 2.248 1.001 -0.105
N 1.013 -3.227 1.049
N -1.083 0.988 -0.176
C 1.219 1.797 0.237
C -0.047 -1.119 0.467
C -0.022 1.838 -0.661
C -2.083 -2.490 -0.846
C -4.069 -0.875 -2.116
C 4.641 1.413 -0.114
C -0.061 -2.512 0.435
C 3.629 0.640 -2.061
C -1.095 -3.197 -0.191
C -2.040 -1.095 -0.905
C -1.018 -0.406 -0.202
C -1.677 2.150 2.241
C 2.406 0.156 -1.268
C 3.442 0.967 0.726
H -0.684 2.563 2.101
H -2.874 -3.030 -1.342
H 4.510 2.467 -0.404
H -1.101 -4.276 -0.172
H -4.615 -0.035 -2.539
H -3.878 -1.619 -2.896
H 0.196 1.606 -1.706
H -1.646 1.248 2.838
H 1.518 0.153 -1.896
H -0.432 2.850 -0.612
H -4.656 -1.318 -1.308
H 3.823 -0.019 -2.908
H -2.341 2.881 2.683
H 5.568 1.305 0.450
H 0.720 -0.615 1.031
H 3.593 -0.059 1.080
H 2.596 -0.866 -0.919
H 3.293 1.635 1.574
H 3.442 1.663 -2.428
```

Values from the calculation:
E_tot, Eh: -1633.9012
Spin multiplicity: 1
Gap between HOMO and LUMO, Eh: 0.3174
SMILES: COc1ccc([N+](=O)[O-])cc1N(CC(=O)N1CCOCC1)S(C)(=O)=O
E_LUMO, eV: -0.5

Löwdin atomic charge list, values in e, 4 entries: 0.65, 0.04, -0.28, 0.07

---

7.
ORCA calculation (ωB97M-V with the def2-TZVPD basis set) on C14H19NO5 in the gas phase.

Structure (XYZ):
```
39
Properties=species:S:1:pos:R:3
O -1.677 0.487 3.339
O 3.619 -2.529 -1.450
O -3.828 -0.992 1.767
O 3.724 -1.230 -3.268
O 1.382 2.730 0.231
N 3.411 -1.407 -2.212
C 1.689 0.023 -2.173
C -2.675 -0.223 1.155
C -1.682 0.402 1.842
C -0.271 1.136 0.082
C 2.418 -0.823 -0.038
C 0.842 1.798 -0.500
C -2.515 0.028 -0.289
C -4.617 -1.612 1.025
C 2.852 -0.418 -1.401
C -0.669 1.086 1.229
C 4.079 0.641 -1.343
C -1.314 0.517 -0.796
C -2.662 -0.323 4.013
C 1.210 1.562 -1.942
H 1.729 -1.433 0.126
H -3.670 0.516 3.872
H 1.883 0.068 -3.381
H 4.893 0.542 -0.879
H -5.198 -2.156 1.828
H -2.704 -1.263 3.806
H 3.317 -1.191 0.447
H 1.760 2.198 -2.301
H -4.152 -2.413 0.311
H -3.298 -0.607 -1.007
H 2.309 0.157 0.640
H -5.274 -0.856 0.370
H 4.117 1.028 -2.418
H -1.425 0.296 -1.932
H 0.961 -0.743 -1.995
H -2.412 0.004 5.136
H 3.481 1.597 -1.120
H 0.047 1.620 1.877
H 0.319 1.783 -2.650
```

Values from the calculation:
Energy above the lowest of the compared OMol25 structures with the same formula, charge and spin, kJ/mol: 1499.6
E_tot, Eh: -975.3132
Spin multiplicity: 1
Gap between HOMO and LUMO, Eh: 0.3096
SMILES: COc1ccc(C(=O)CCC(C)(C)[N+](=O)[O-])cc1OC
E_LUMO, eV: -0.4

Löwdin atomic charge list, values in e, 4 entries: -0.14, -0.01, -0.15, 0.17

---

8.
ORCA calculation (ωB97M-V with the def2-TZVPD basis set) on a molecular structure, C14H19O5Ti.

Structure (XYZ):
```
39
Properties=species:S:1:pos:R:3
Ti -0.306 -0.107 1.098
O 1.331 1.037 1.885
O 0.741 0.461 -0.598
O 2.152 1.997 -1.412
O -1.438 2.481 3.527
O -1.111 1.464 1.519
C -1.949 -1.944 0.741
C 2.224 1.576 0.901
C -0.727 2.040 2.695
C -0.725 -2.371 0.186
C 0.426 -2.170 2.341
C 1.687 -2.349 3.155
C 1.950 -3.859 3.300
C -3.191 -1.861 -0.094
C -0.777 -1.679 2.881
C 0.429 -2.486 0.969
C -1.941 -1.578 2.099
C 1.646 -1.670 4.517
C 1.639 1.304 -0.460
C 0.792 1.993 2.858
H 1.221 2.982 2.705
H 1.348 -2.828 0.507
H 2.880 -4.013 3.844
H 2.507 -1.922 2.566
H -4.040 -1.504 0.485
H 1.787 1.781 -2.291
H -2.848 -1.196 2.553
H 2.035 -4.356 2.334
H 3.196 1.079 0.965
H -3.057 -1.207 -0.957
H 1.145 -4.336 3.862
H 1.453 -0.597 4.442
H -3.431 -2.852 -0.483
H 2.605 -1.799 5.016
H -0.822 -1.384 3.921
H 2.384 2.643 1.043
H 0.889 -2.115 5.165
H 1.053 1.657 3.858
H -0.680 -2.624 -0.866
```

Values from the calculation:
Charge: +2
Energy above the lowest of the compared OMol25 structures with the same formula, charge and spin, kJ/mol: 0.0
E_tot, Eh: -1770.0541
Spin multiplicity: 2
Gap between HOMO and LUMO (spin up / spin down), Eh: 0.3228 / 0.3338
E_LUMO (spin up / spin down), eV: -8.2 / -8.3

Löwdin atomic charge list, values in e, 4 entries: 1.21, -0.21, 0.03, 0.26

---

9.
ORCA calculation (ωB97M-V with the def2-TZVPD basis set) on a molecular structure, C14H20B3Br36NO3.

Structure (XYZ):
```
77
Properties=species:S:1:pos:R:3
Br -0.192 6.599 4.257
Br 5.933 -9.978 7.449
Br 4.939 -5.644 7.508
Br 4.947 -10.951 4.539
Br -1.935 8.419 6.266
Br -0.374 -3.579 7.597
Br -4.102 5.322 -2.410
Br 3.266 -6.864 5.040
Br 8.966 -4.802 2.706
Br 1.786 -3.365 5.216
Br 7.663 -4.721 5.652
Br -7.042 4.064 -2.805
Br -1.137 2.977 -5.197
Br -2.148 -0.459 -4.976
Br 0.026 -1.010 -0.524
Br -4.473 2.128 -2.620
Br -2.955 -0.683 -8.088
Br 1.963 -6.783 7.986
Br -5.271 -4.149 -10.974
Br 0.715 5.599 -4.917
Br -0.437 9.434 -2.468
Br -1.113 -4.653 4.650
Br -6.584 -3.223 -4.837
Br -5.543 -1.575 -2.271
Br -2.607 -2.267 0.844
Br 6.799 -8.329 4.819
Br 0.145 -0.449 -7.240
Br 0.866 9.353 -5.414
Br 2.539 10.573 -2.946
Br -0.132 -1.325 2.679
Br -0.151 3.951 -2.287
Br -4.465 -3.924 -7.862
Br -6.555 -0.001 -4.895
Br 10.639 -3.581 5.174
Br -2.171 -3.914 -10.126
Br -3.077 7.702 3.339
O -2.413 3.117 1.320
O -1.076 3.645 -0.755
O -0.376 4.794 1.381
N -2.054 1.216 -0.530
C -3.935 -4.562 -9.622
C -6.755 -1.591 -3.792
C 3.604 -6.945 6.954
C 0.301 -4.379 5.957
C 6.357 -10.076 5.553
C -5.269 3.808 -2.048
C 1.511 3.344 -0.078
C 1.204 9.272 -3.500
C -0.677 -2.053 0.960
C -1.619 -1.096 -6.736
C 0.274 3.853 -4.183
C 1.755 2.169 1.083
C -1.490 8.041 4.410
C 9.304 -4.882 4.620
B -1.785 4.411 1.687
B 0.021 3.972 0.222
B -1.878 2.625 0.008
H -1.016 8.941 4.005
H 7.253 -10.698 5.458
H 1.445 2.752 -1.110
H -5.390 3.751 -0.961
H -3.869 -5.653 -9.560
H -7.774 -1.575 -3.390
H -0.239 -3.054 0.883
H 1.617 8.280 -3.290
H -2.437 1.191 -1.500
H 9.717 -5.874 4.830
H -2.626 0.667 0.149
H -2.423 5.214 2.295
H 1.421 1.115 0.647
H 4.017 -7.937 7.164
H 2.864 2.148 1.468
H 0.689 -5.368 6.221
H -1.553 -2.188 -6.674
H 2.381 4.123 -0.134
H 1.023 2.361 2.005
H 1.170 3.230 -4.278
```

Values from the calculation:
E_tot, Eh: -93564.9275
Spin multiplicity: 1
Gap between HOMO and LUMO, Eh: 0.2905
E_LUMO, eV: -0.5

Löwdin atomic charge list, values in e, 4 entries: 0.61, 0.59, 0.53, 0.56

---

10.
ORCA calculation (ωB97M-V with the def2-TZVPD basis set) on a molecular structure, C14H20BF4LiO6.

Structure (XYZ):
```
46
Properties=species:S:1:pos:R:3
F 0.455 -0.313 -0.065
F 0.456 0.083 2.263
F 2.268 0.136 0.916
F 1.442 -1.791 1.422
O 0.693 3.821 0.483
O 1.356 0.327 -2.820
O -1.719 -0.513 3.656
O 5.139 -0.778 1.013
O -6.104 2.706 3.612
O -0.078 -3.907 -5.965
C -0.436 3.103 -0.138
C -5.008 1.844 3.678
C -3.941 2.280 2.816
C 0.306 -2.906 -5.229
C -3.885 -0.094 4.507
C -2.767 0.271 3.690
C -0.434 -2.733 -4.005
C -4.946 0.693 4.457
C 1.624 -1.049 -4.766
C 1.298 -2.078 -5.604
C 6.448 -0.792 0.369
C -2.790 1.494 2.874
C -0.090 -1.686 -3.234
C 0.943 -0.762 -3.618
B 1.080 -0.430 1.120
Li 3.342 -1.749 0.651
H 1.505 3.249 0.045
H -1.212 2.962 0.367
H -6.606 2.396 4.498
H -0.858 4.009 -0.876
H 6.572 0.169 -0.128
H -0.225 2.184 -0.652
H -1.329 -3.337 -3.722
H -0.688 -1.689 -2.407
H 5.102 -0.034 1.584
H 0.872 0.172 -2.039
H 6.488 -1.551 -0.365
H -3.737 -1.057 5.042
H -5.490 0.441 5.123
H -2.043 2.123 2.286
H -1.151 -0.264 2.980
H 7.126 -1.038 1.322
H 2.065 -2.334 -6.227
H -4.000 3.319 2.315
H 2.419 -0.373 -4.928
H 0.536 -4.520 -6.302
```

Values from the calculation:
Energy above the lowest of the compared OMol25 structures with the same formula, charge and spin, kJ/mol: 113.7
E_tot, Eh: -1428.8127
Spin multiplicity: 1
Gap between HOMO and LUMO, Eh: 0.2246
E_LUMO, eV: -0.8

Löwdin atomic charge list, values in e, 4 entries: 0.19, 0.15, 0.16, 0.03